[1]
DFT (ωB97M-V/def2-TZVPD) results for a structure of composition C54H32F15GeMnN8P2SSe2.

Structure (ORCA input):
```
! wB97M-V def2-TZVPD RIJCOSX def2/J DEFGRID3
* xyz -1 6
Se -0.29140 0.20636 2.60194
Se 5.75115 0.65998 4.08203
Ge -4.44789 -0.24131 0.34815
Mn -0.10083 0.35887 -0.09668
S -2.45523 0.06710 -0.28134
P 1.80773 0.18265 3.02023
P 5.68811 0.23068 2.01901
F -8.27859 -0.62736 -3.42131
F -5.24605 -1.88106 3.06520
F -4.70453 -5.21838 -1.18268
F -4.67463 2.53093 -0.90052
F -6.56750 3.28576 4.87760
F -3.89912 3.21426 4.39348
F -2.91325 1.64767 2.50609
F -6.13144 3.52105 -2.88489
F -4.35144 -2.59370 -1.53729
F -8.25452 1.74660 3.40883
F -6.85108 -1.65381 -1.43172
F -7.94399 1.95573 -4.17715
F -7.29409 0.15651 1.48574
F -5.57113 -4.50226 3.38061
F -5.29254 -6.19158 1.28315
N -1.96884 -4.90077 0.39684
N 2.07894 0.61194 0.37367
N -0.12904 2.51979 -0.95131
N 0.44582 -1.45842 -1.01052
N 4.17003 0.52456 -0.16445
N -0.37664 5.02663 -1.52639
N 2.94834 0.66210 -0.62642
N 2.44695 -5.33392 -0.24946
C -5.27579 -4.01523 2.17038
C 4.09813 0.38347 1.17857
C 7.04080 -4.08011 1.21484
C 3.20730 3.67072 4.56777
C 2.95281 2.61651 3.70399
C 2.77912 3.60890 5.88624
C 0.29747 -3.92010 -0.35036
C 6.86021 2.67515 1.48117
C -6.41651 0.92062 2.16271
C 1.79623 1.45626 5.47110
C 2.07126 2.50171 6.33788
C 8.11685 1.87476 -0.86006
C -6.29039 2.24290 -2.52285
C -4.83077 -4.38718 -0.15253
C -5.66232 0.37335 -1.09128
C -0.61462 3.28518 0.22518
C 0.38284 -2.57968 -0.71707
C -5.10344 -2.65535 1.97517
C -7.21353 1.45128 -3.17909
C 5.69204 -3.75399 1.16367
C -1.31990 4.22354 -2.30874
C 7.59785 3.58699 0.74265
C -4.65560 -3.02680 -0.30619
C -6.94176 1.72414 3.15679
C 0.97784 4.55454 -1.82522
C -0.64603 4.79689 -0.10519
C -4.79369 -2.12232 0.73602
C 8.23236 3.18650 -0.42742
C -5.13507 -4.88051 1.10211
C -1.08728 2.71407 -2.06892
C 1.48291 -4.69960 -0.29416
C 7.58913 -1.78770 1.68774
C 2.24868 1.50609 4.15510
C -7.37885 0.13590 -2.79392
C -0.95424 -4.46069 0.06312
C -4.72629 2.46229 3.66193
C 2.18321 -3.80232 3.46845
C 6.74563 1.35423 1.05164
C 1.17408 3.09030 -1.36330
C 7.98781 -3.09874 1.47767
C 7.36962 0.96292 -0.12603
C 2.91095 -3.94757 4.64408
C -6.08459 2.50326 3.90928
C 2.75227 0.40167 1.51834
C 5.29430 -2.44084 1.37353
C -6.61309 -0.37369 -1.75830
C 2.98974 -1.55844 4.90745
C 2.26664 -1.40860 3.73166
C 6.23990 -1.44967 1.63278
C -5.06681 0.85632 1.87030
C -4.23823 1.64046 2.65919
C 3.30478 -2.83232 5.36438
C 1.85278 -2.53615 3.01954
C -5.54101 1.69380 -1.49812
H 7.68684 4.61027 1.08505
H -2.00922 2.19412 -1.81987
H -1.20025 4.47346 -3.36438
H 1.72348 2.45627 7.36161
H 4.24150 -2.19188 1.32108
H 3.33785 -0.69082 5.44917
H 8.81516 3.89650 -1.00095
H 3.31173 2.65221 2.68287
H -2.33326 4.50589 -2.01660
H 2.99317 4.42569 6.56383
H 1.69557 5.20878 -1.32717
H 0.10553 5.33736 0.47352
H 3.17196 -4.93790 4.99538
H -1.60173 2.89758 0.48135
H -0.65413 2.22627 -2.94430
H 1.87721 -4.66818 2.89990
H 3.75746 4.53303 4.21384
H 1.13768 4.65074 -2.90075
H 7.35468 -5.10227 1.04421
H 7.24481 -0.04502 -0.49747
H 1.26529 -2.42391 2.11728
H 8.32965 -1.03290 1.92486
H 3.88019 -2.94641 6.27398
H 1.21978 0.60585 5.81576
H 9.03908 -3.35414 1.52552
H 6.39501 2.97265 2.41428
H 8.59817 1.55846 -1.77658
H 0.04942 3.06755 1.06368
H 1.59981 2.45874 -2.14080
H -1.62017 5.22310 0.13939
H 4.94842 -4.50987 0.94429
H 1.84394 3.02671 -0.50865
*
```

orbital gap (alpha / beta) = 7.755 / 7.889 eV
ΔE to the lowest compared entry with this formula, charge and spin = 57.3 kJ/mol
LUMO (alpha / beta) = 0.0689 / 0.0686 hartree

[2]
DFT (ωB97M-V/def2-TZVPD) results for a cluster of 2 separate species, C3H8N2O2 in total in a non-equilibrium geometry.

Structure (ORCA input):
```
! wB97M-V def2-TZVPD RIJCOSX def2/J DEFGRID3
* xyz 0 1
O 0.66695 -1.67747 1.77288
O 1.02217 1.63038 0.59928
N 0.49008 -0.16038 -1.72026
N 0.16227 1.09325 -1.54208
C -1.44928 -1.19604 0.69058
C -0.19997 -1.86719 0.79060
C 0.26178 1.91036 -0.50063
H 0.75915 -0.59418 -0.85544
H -2.09867 -1.27209 -0.12075
H 1.90475 1.46249 0.38278
H 0.48329 -0.87966 2.23232
H -0.36684 1.64183 -2.28630
H -0.00310 2.93502 -0.71083
H -1.74818 -0.42532 1.28461
H 0.11561 -2.60100 -0.01675
*
```

orbital gap (alpha / beta) = 8.283 / 8.286 eV
ΔE to the lowest compared entry with this formula, charge and spin = 524.6 kJ/mol
LUMO (alpha / beta) = 0.0226 / 0.0226 hartree

[3]
DFT (ωB97M-V/def2-TZVPD) results for a structure of composition C4H30N8O11 in a non-equilibrium geometry.

Structure (ORCA input):
```
! wB97M-V def2-TZVPD RIJCOSX def2/J DEFGRID3
* xyz 0 1
O -11.01990 23.23998 9.02489
O -10.83754 20.03297 7.60065
O -10.85941 20.84414 5.87909
O -12.45238 21.39559 7.46719
O -11.00195 23.14720 7.04368
O -11.61734 22.67229 5.10759
O -9.05700 23.09241 4.34990
O -9.15690 21.84094 6.25581
O -7.40027 21.55290 9.81742
O -6.52954 20.71858 6.44398
O -8.57261 23.54326 7.37295
N -9.48558 22.63964 10.47703
N -8.52667 20.08945 6.96837
N -5.74045 22.98559 10.14440
N -9.93603 21.23029 9.00375
N -10.05341 20.63907 3.83788
N -6.81744 18.89196 7.63154
N -6.37155 22.67928 8.19979
N -11.71176 19.37980 4.50208
C -10.89794 20.32426 4.81199
C -7.19197 19.92945 6.98037
C -10.26973 22.36148 9.50909
C -6.60151 22.33509 9.43503
H -9.94996 23.07479 4.00559
H -8.97610 21.88845 10.92005
H -10.63043 20.01068 6.66639
H -8.74139 22.45376 6.86246
H -4.94238 23.22521 9.57363
H -9.03467 23.70045 8.19638
H -7.54700 18.38745 8.11457
H -9.56758 21.51534 3.71047
H -10.83623 23.14705 7.98642
H -5.90678 18.78498 8.05503
H -9.42551 20.58461 9.58903
H -11.84450 19.04290 3.55923
H -11.42087 23.11713 5.93206
H -6.93988 22.47673 7.38981
H -5.90551 23.57394 8.14988
H -12.82598 21.78050 8.25995
H -11.31973 21.77273 5.24339
H -8.92588 19.30060 7.45670
H -8.31865 24.41502 7.07006
H -8.91094 20.97102 6.65971
H -5.77648 22.85716 11.14555
H -11.64457 20.54475 7.65543
H -10.30658 20.77240 8.18331
H -10.09574 21.96266 6.39722
H -11.88792 22.08141 7.11045
H -9.10187 22.58368 5.15949
H -12.28265 18.93189 5.20462
H -10.22932 19.96707 3.10469
H -10.91132 24.06410 6.78423
H -9.24745 23.60647 10.64617
*
```

orbital gap = 7.850 eV
ΔE to the lowest compared entry with this formula, charge and spin = 2260.3 kJ/mol
LUMO = 0.0046 hartree